# 1
Here is a structure of composition C63H68AsBrCl5CrO2PSi2 from the Open Molecules 2025 dataset. Energies are from wB97M-V/def2-TZVPD.

## Properties
ΔE to the lowest compared entry with this formula, charge and spin: 9.45 kJ/mol
HOMO (alpha / beta): -1.318 / -2.025 eV
orbital gap (alpha / beta): 4.91 / 5.61 eV

Geometry as ORCA input:
```
! RIJCOSX wB97M-V def2-TZVPD def2/J DEFGRID3
* xyz -2 5
Cr 0.6029 -0.4759 -0.5274
Cl -0.1542 2.3634 5.8708
C 0.4834 1.6781 4.3995
C 1.8406 1.4866 4.2555
Cl 2.9284 1.9039 5.5525
C 2.3419 0.9341 3.0568
Cl 4.0485 0.6742 2.8436
C 1.5058 0.5737 2.0033
O 1.9476 0.1170 0.8691
C 0.0729 0.6958 2.1812
O -0.6917 0.2786 1.2176
C -0.3864 1.2910 3.3563
Cl -2.1143 1.5106 3.5379
C 4.7410 -4.6513 -2.6530
C 4.6920 -3.7537 -3.7153
C 4.0379 -2.5341 -3.5688
C 3.4105 -2.1723 -2.3690
C 3.4785 -3.0917 -1.3137
C 4.1357 -4.3132 -1.4484
Si 2.4696 -0.5224 -2.1347
C 3.8751 0.6814 -1.5902
C 4.8302 0.3382 -0.6227
C 5.7590 1.2579 -0.1491
C 5.7580 2.5662 -0.6199
C 4.8175 2.9400 -1.5710
C 3.8953 2.0070 -2.0466
H 5.2403 -5.6074 -2.7663
H 5.1556 -4.0110 -4.6622
H 3.9967 -1.8480 -4.4122
H 2.9832 -2.8562 -0.3733
H 4.1567 -5.0093 -0.6166
H 2.3497 -0.0803 -3.5836
H 4.8354 -0.6683 -0.2131
H 6.4699 0.9604 0.6136
H 6.4711 3.2885 -0.2378
H 4.8014 3.9605 -1.9365
H 3.1628 2.3184 -2.7919
C -0.8545 2.5170 -2.7897
C -1.8726 3.6377 -2.9688
As -1.4996 4.9591 -4.3934
C 0.2619 5.5917 -3.8146
C 0.4940 6.7005 -3.0031
C 1.7954 7.0761 -2.6754
C 2.8753 6.3640 -3.1701
C 2.6549 5.2822 -4.0109
C 1.3580 4.9051 -4.3318
C -2.6687 6.3492 -3.6514
C -2.7208 6.6716 -2.2999
C -3.6347 7.6101 -1.8305
C -4.5111 8.2316 -2.7105
C -4.4702 7.9189 -4.0554
C -3.5505 6.9791 -4.5215
P -0.8870 1.6362 -1.1422
C -2.6811 1.3299 -0.9548
C -3.3189 1.3280 0.2810
C -4.6506 0.9366 0.3918
C -5.3604 0.5285 -0.7278
C -4.7269 0.5056 -1.9629
C -3.3986 0.8999 -2.0709
C -0.4766 3.0789 -0.0988
C 0.8911 3.2558 0.1193
C 1.3579 4.3398 0.8497
C 0.4603 5.2533 1.3902
C -0.9040 5.0766 1.1959
C -1.3686 3.9954 0.4527
H 0.1642 2.9037 -2.8017
H -0.9138 1.7697 -3.5853
H -1.9562 4.2148 -2.0492
H -2.8634 3.2422 -3.1863
H -0.3339 7.2763 -2.6118
H 1.9588 7.9244 -2.0218
H 3.8866 6.6474 -2.9024
H 3.4886 4.7227 -4.4119
H 1.2050 4.0655 -5.0009
H -2.0480 6.1927 -1.5956
H -3.6629 7.8466 -0.7741
H -5.2282 8.9556 -2.3425
H -5.1525 8.3982 -4.7472
H -3.5206 6.7341 -5.5759
H -2.7547 1.5810 1.1713
H -5.1203 0.9323 1.3681
H -6.3926 0.2093 -0.6383
H -5.2588 0.1653 -2.8441
H -2.9123 0.8475 -3.0389
H 1.5961 2.5194 -0.2575
H 2.4233 4.4491 1.0156
H 0.8210 6.0878 1.9795
H -1.6124 5.7722 1.6367
H -2.4358 3.8645 0.3139
C 0.7142 -6.1864 2.0151
C -0.6542 -5.7350 2.5630
C -1.0075 -6.6156 3.7754
C -1.6628 -6.0171 1.4432
Si -0.6568 -3.8781 3.0300
Br 0.4035 -2.8807 1.3403
C -2.3937 -3.0929 3.0260
C -2.9233 -2.9248 1.5880
C -2.3696 -1.6775 3.6189
C -3.3881 -3.9513 3.8323
C 0.3286 -3.5250 4.6233
C 1.6437 -4.3231 4.6509
C 0.7288 -2.0420 4.7227
C -0.4935 -3.8943 5.8736
H 0.6674 -7.2687 1.8249
H 1.5409 -6.0050 2.7006
H 0.9503 -5.6907 1.0711
H -1.0561 -7.6657 3.4531
H -1.9765 -6.3614 4.2159
H -0.2541 -6.5532 4.5642
H -1.5726 -7.0713 1.1449
H -1.4528 -5.4089 0.5619
H -2.6980 -5.8483 1.7430
H -2.3265 -2.2027 1.0251
H -3.9523 -2.5403 1.6398
H -2.9475 -3.8569 1.0225
H -1.6778 -1.0237 3.0790
H -2.1164 -1.6546 4.6801
H -3.3743 -1.2443 3.5104
H -3.5791 -4.9240 3.3719
H -4.3484 -3.4193 3.8843
H -3.0555 -4.1268 4.8614
H 2.2568 -4.1246 3.7654
H 1.4872 -5.4019 4.7341
H 2.2233 -4.0025 5.5277
H 1.3489 -1.7283 3.8795
H 1.3216 -1.9035 5.6397
H -0.1186 -1.3631 4.7784
H -0.7770 -4.9512 5.9036
H -1.4065 -3.2991 5.9616
H 0.1150 -3.6878 6.7656
Cl 1.0657 -6.9468 -4.0463
C 0.5139 -5.3808 -3.4445
C -0.3431 -5.3191 -2.3586
C -0.7638 -4.0820 -1.8849
C -0.3500 -2.8706 -2.4655
C -0.7561 -1.5548 -1.9407
C 0.5002 -2.9916 -3.5787
C 0.9354 -4.2172 -4.0605
H -0.6772 -6.2363 -1.8869
H -1.4388 -4.0381 -1.0357
H -1.7154 -1.6128 -1.4115
H -0.8518 -0.8373 -2.7654
H 0.8528 -2.0842 -4.0623
H 1.6186 -4.2680 -4.9006
*
```



# 2
Here is a cluster of 9 separate species, C63H68F9NO9P in total at a distorted geometry from the Open Molecules 2025 dataset. Energies are from wB97M-V/def2-TZVPD.

## Properties
HOMO: -5.034 eV
orbital gap: 6.87 eV

Geometry as ORCA input:
```
! RIJCOSX wB97M-V def2-TZVPD def2/J DEFGRID3
* xyz -1 1
C -1.1425 -2.4834 0.0050
C -0.7860 -1.2790 -0.9681
O 0.6200 -0.9726 -0.8100
P 1.0358 0.5102 -1.4990
O 2.0969 0.1995 -2.5107
C -0.3740 1.3493 -2.3582
C 0.0520 2.4492 -3.4087
C -0.4568 3.8487 -2.8743
C -1.7095 4.4046 -3.6054
F -1.3319 4.5869 -4.9566
O -2.1309 5.7024 -3.1530
C -2.3144 5.7631 -1.7881
O -1.4435 6.2898 -1.1317
O -3.3916 5.2346 -1.1204
C -3.0128 4.2023 -0.2033
C -4.2251 3.2489 0.1715
N -4.1944 2.1625 -0.8286
C -5.2034 1.1184 -0.5902
C -5.6942 0.5296 -1.9790
C -4.5925 -0.3044 -2.7094
O -6.9014 -0.2498 -1.8438
C -2.9635 3.4386 -3.6287
O -2.8981 2.1901 -3.6962
O -4.1167 4.0073 -3.6275
O 1.7497 1.4052 -0.2924
C 0.8171 2.1213 0.5445
C -0.2427 1.2288 1.2969
H -1.3313 -2.0741 1.0361
H -2.0475 -3.0397 -0.3536
H -0.2835 -3.2002 0.0210
H -0.9576 -1.6419 -2.0120
H -1.4764 -0.4490 -0.6741
H -0.9682 0.5714 -2.9143
H -1.0722 1.7274 -1.5601
H -0.4257 2.2530 -4.3971
H 1.1707 2.4472 -3.5079
H 0.3759 4.5875 -3.0643
H -0.5445 3.7773 -1.7662
H -2.2152 3.5141 -0.5936
H -2.6038 4.6200 0.7610
H -5.1982 3.7869 0.2230
H -3.9248 2.7858 1.1617
H -3.2970 1.6705 -0.7837
H -6.0885 1.5085 -0.0183
H -4.7911 0.2309 -0.0148
H -5.9348 1.4237 -2.6165
H -4.5724 -1.3820 -2.3842
H -4.7895 -0.2701 -3.8147
H -3.6011 0.1798 -2.5401
H -7.4165 0.0596 -1.0804
H 1.4362 2.6194 1.3424
H 0.2772 2.9468 0.0164
H -0.4944 1.7440 2.2619
H -1.2016 1.2467 0.7057
H 0.1402 0.1944 1.4701
F -2.4655 2.3960 3.2759
C -2.4271 3.1074 4.4179
C -1.2984 3.8464 4.7151
C -1.2592 4.5844 5.8907
C -2.3450 4.5652 6.7586
C -3.4722 3.8136 6.4493
C -3.5169 3.0838 5.2687
H -0.4612 3.8428 4.0318
H -0.3822 5.1738 6.1305
H -2.3117 5.1379 7.6781
H -4.3153 3.7962 7.1273
H -4.3900 2.4989 5.0061
F 1.9731 -4.7775 -0.4424
C 2.1290 -4.4702 -1.7476
C 2.4683 -5.4707 -2.6406
C 2.6244 -5.1587 -3.9853
C 2.4495 -3.8485 -4.4169
C 2.1132 -2.8513 -3.5065
C 1.9461 -3.1640 -2.1634
H 2.6078 -6.4844 -2.2834
H 2.8827 -5.9360 -4.6955
H 2.5756 -3.6043 -5.4656
H 1.9811 -1.8291 -3.8406
H 1.6737 -2.3967 -1.4402
F 9.1613 -8.5842 -1.2842
C 7.9825 -7.9324 -1.2465
C 7.3364 -7.7694 -0.0350
C 6.1233 -7.0927 0.0025
C 5.5675 -6.5978 -1.1720
C 6.2250 -6.7729 -2.3828
C 7.4430 -7.4398 -2.4202
H 7.7812 -8.1691 0.8680
H 5.6112 -6.9519 0.9465
H 4.6201 -6.0741 -1.1418
H 5.7887 -6.3899 -3.2981
H 7.9742 -7.5778 -3.3543
F 1.1434 2.3958 4.7499
C 2.3709 2.8784 5.0103
C 3.0106 2.5070 6.1787
C 4.2803 3.0022 6.4447
C 4.8898 3.8699 5.5453
C 4.2333 4.2385 4.3775
C 2.9680 3.7360 4.1044
H 2.5161 1.8365 6.8706
H 4.7946 2.7124 7.3530
H 5.8790 4.2589 5.7563
H 4.7069 4.9177 3.6791
H 2.4449 4.0056 3.1950
F -3.5591 2.7924 9.3005
C -4.1212 1.5849 9.4791
C -3.5181 0.6764 10.3295
C -4.1018 -0.5696 10.5175
C -5.2744 -0.8955 9.8455
C -5.8671 0.0252 8.9902
C -5.2910 1.2756 8.8091
H -2.6005 0.9455 10.8377
H -3.6425 -1.2867 11.1869
H -5.7263 -1.8699 9.9898
H -6.7785 -0.2310 8.4637
H -5.7437 2.0086 8.1531
F 6.3948 -12.8045 -7.2519
C 6.8876 -12.1423 -6.1897
C 6.2917 -10.9592 -5.7927
C 6.7977 -10.2783 -4.6927
C 7.8997 -10.7837 -4.0108
C 8.4912 -11.9713 -4.4238
C 7.9795 -12.6588 -5.5168
H 5.4397 -10.5777 -6.3418
H 6.3347 -9.3544 -4.3675
H 8.2971 -10.2498 -3.1553
H 9.3518 -12.3621 -3.8944
H 8.4221 -13.5901 -5.8477
F 1.2252 10.4541 2.8149
C 0.0788 10.1307 2.1830
C -1.0526 10.8949 2.4014
C -2.2325 10.5645 1.7464
C -2.2685 9.4692 0.8906
C -1.1251 8.7058 0.6832
C 0.0582 9.0423 1.3298
H -1.0068 11.7396 3.0781
H -3.1238 11.1606 1.9038
H -3.1909 9.2100 0.3837
H -1.1559 7.8479 0.0177
H 0.9616 8.4653 1.1746
F -2.1152 -1.6148 -3.9780
C -2.2479 -1.8841 -5.2873
C -2.1491 -0.8505 -6.2004
C -2.2810 -1.1273 -7.5544
C -2.5203 -2.4307 -7.9771
C -2.6221 -3.4584 -7.0471
C -2.4798 -3.1853 -5.6929
H -1.9713 0.1600 -5.8499
H -2.1984 -0.3274 -8.2800
H -2.6274 -2.6444 -9.0345
H -2.8127 -4.4729 -7.3766
H -2.5473 -3.9741 -4.9537
*
```



Calculated values (eV) of E_tot for the records, taken in order: -317494.387, -120099.091.